ORCA calculation (ωB97M-V/def2-TZVPD) on CH4FN2OSn as an isolated structure in a non-equilibrium geometry.

HOMO level (alpha / beta) in hartree: -0.270 / -0.323
LUMO (alpha / beta) in eV: -1.32 / -1.19
2S+1: 2
Net charge: 0
Strongest force on any atom in eV/Å: 8.87
Expectation value of S²: 0.753
Gap between HOMO and LUMO (alpha / beta) in eV: 6.03 / 7.59

```
10
Properties=species:S:1:pos:R:3:forces:R:3:mulliken_charge:R:1
Sn -3.127264 -0.400197 -1.236757 0.5 -1.5 -1.0 0.72
F -3.065144 -2.807867 -2.981677 0.0 1.8 1.3 -0.78
C 0.372656 0.593863 0.371653 -5.9 -2.4 0.7 0.66
O -0.778284 0.853243 -0.039247 -0.1 1.1 -1.1 -0.69
N 1.469016 0.981033 -0.050077 6.0 5.2 -4.0 -0.34
N 0.450206 -0.335327 1.256913 -0.4 -3.5 3.6 -0.39
H 2.414326 0.732883 0.204673 -0.6 -0.3 0.3 0.19
H 1.388126 1.818703 -0.608527 0.4 0.0 -0.3 0.25
H -0.403284 -0.873937 1.296453 0.4 -0.2 0.8 0.21
H 1.279646 -0.562397 1.786593 -0.4 -0.2 -0.2 0.17
```
Forces are in eV/Å.

---

ORCA calculation (ωB97M-V/def2-TZVPD) on a 2-piece molecular cluster, CH4FNO2 overall in a non-equilibrium geometry.

HOMO level in hartree: -0.405
LUMO in eV: 0.11
2S+1: 1
Net charge: 0
Strongest force on any atom in eV/Å: 6.34
Energy relative to the best compared isomer or geometry (same formula, charge and spin) in kJ/mol: 479.1
Gap between HOMO and LUMO in eV: 11.14

```
9
Properties=species:S:1:pos:R:3:forces:R:3:mulliken_charge:R:1
C -0.150889 -0.026271 -0.448783 -2.3 0.0 -4.1 0.31
N 0.806211 -0.517683 0.431078 -0.3 2.1 6.0 -0.39
O -1.268335 -0.885265 -0.246096 0.2 1.6 0.0 -0.46
O -0.526258 1.277818 -0.459777 0.0 1.5 0.9 -0.48
F 1.980792 0.129438 0.155748 1.2 0.4 -0.4 -0.14
H 0.171490 -0.167492 -1.543610 0.2 0.0 1.6 0.23
H 0.461715 0.125432 1.623768 1.1 -2.6 -4.1 0.29
H -0.747336 -1.599303 0.065185 -0.2 -2.3 0.7 0.32
H -0.727386 1.663329 0.422484 0.1 -0.7 -0.6 0.31
```
Forces are in eV/Å.

---

ORCA calculation (ωB97M-V/def2-TZVPD) on a 2-piece molecular cluster, CH4FNO2 overall in a non-equilibrium geometry.

SMILES: NC(=O)O.F
HOMO level in hartree: -0.403
LUMO in eV: 0.35
2S+1: 1
Net charge: 0
Strongest force on any atom in eV/Å: 3.13
Energy relative to the best compared isomer or geometry (same formula, charge and spin) in kJ/mol: 2.3
Gap between HOMO and LUMO in eV: 11.30

```
9
Properties=species:S:1:pos:R:3:forces:R:3:mulliken_charge:R:1
N 0.423164 -0.255296 0.909303 -1.2 -0.7 -2.8 -0.37
C -0.079962 0.552198 -0.080786 -0.6 -1.0 -1.6 0.70
O -0.776563 0.118233 -0.996072 0.6 0.7 0.5 -0.66
O 0.314731 1.824123 0.014968 0.7 1.3 0.9 -0.51
H 0.754390 0.173383 1.709490 1.0 0.4 1.7 0.20
H 0.370006 -1.276598 0.722896 0.0 1.5 0.7 0.24
H 0.132268 2.562349 -0.626789 -0.5 -2.1 0.4 0.38
F -0.994477 -2.242366 -2.133624 0.0 0.0 -0.1 -0.44
H -1.015838 -1.336696 -1.873072 0.1 -0.1 0.3 0.46
```
Forces are in eV/Å.

---

ORCA calculation (ωB97M-V/def2-TZVPD) on a 2-piece molecular cluster, CH4FNS overall in a non-equilibrium geometry.

HOMO level (alpha / beta) in hartree: -0.307 / -0.405
LUMO (alpha / beta) in eV: 1.04 / -1.87
2S+1: 3
Net charge: 0
Strongest force on any atom in eV/Å: 2.54
Expectation value of S²: 2.009
Energy relative to the best compared isomer or geometry (same formula, charge and spin) in kJ/mol: 0.0
Gap between HOMO and LUMO (alpha / beta) in eV: 9.41 / 9.14

```
8
Properties=species:S:1:pos:R:3:forces:R:3:mulliken_charge:R:1
C 0.426464 -0.617026 0.435949 0.0 -1.9 0.2 -0.57
N 0.469589 0.784590 0.067851 0.5 0.2 0.3 -0.21
F -1.106167 3.536816 1.132153 -0.4 0.6 0.7 -0.39
S 1.238357 1.743838 1.036192 0.0 0.2 -0.5 0.05
H -0.490814 -0.743682 1.093244 1.3 -0.1 -0.3 0.24
H 0.226195 -1.384957 -0.431363 0.8 1.8 1.3 0.22
H 1.447659 -0.815442 0.990277 -2.3 -0.4 -1.0 0.25
H -0.937570 3.038273 0.387510 0.1 -0.5 -0.7 0.39
```
Forces are in eV/Å.

---

ORCA calculation (ωB97M-V/def2-TZVPD) on an isolated molecule of CH4FNS2 in a non-equilibrium geometry.

HOMO level (alpha / beta) in hartree: -0.225 / -0.339
LUMO (alpha / beta) in eV: 0.44 / -3.64
2S+1: 3
Net charge: 0
Strongest force on any atom in eV/Å: 4.48
Expectation value of S²: 2.015
Energy relative to the best compared isomer or geometry (same formula, charge and spin) in kJ/mol: 27.7
Gap between HOMO and LUMO (alpha / beta) in eV: 6.55 / 5.60

```
9
Properties=species:S:1:pos:R:3:forces:R:3:mulliken_charge:R:1
C -0.796431 1.797606 -0.841519 1.3 0.8 3.8 -0.72
N -0.590504 0.456898 -0.276340 -0.1 2.0 0.2 -0.16
F -2.267104 -1.112889 1.027834 -1.1 1.5 0.5 -0.34
S -0.669916 -2.460910 -0.026736 1.6 -4.2 -0.4 -0.08
S -1.503318 -0.740095 -0.507216 -1.1 1.0 -0.7 0.28
H -1.766990 2.080706 -1.068792 -2.3 0.0 -0.2 0.33
H -0.433710 2.634952 -0.107676 -0.4 -1.7 -1.2 0.23
H -0.266136 1.842178 -1.715385 1.6 0.4 -2.2 0.30
H -1.557068 -3.484581 0.377097 0.4 0.1 0.3 0.15
```
Forces are in eV/Å.

---

ORCA calculation (ωB97M-V/def2-TZVPD) on a 2-piece molecular cluster, CH4FOP overall in a non-equilibrium geometry.

HOMO level (alpha / beta) in hartree: -0.383 / -0.321
LUMO (alpha / beta) in eV: -1.18 / -1.66
2S+1: 1
Net charge: 0
Strongest force on any atom in eV/Å: 3.55
Energy relative to the best compared isomer or geometry (same formula, charge and spin) in kJ/mol: 488.5
Gap between HOMO and LUMO (alpha / beta) in eV: 9.24 / 7.07

```
8
Properties=species:S:1:pos:R:3:forces:R:3:mulliken_charge:R:1
C 0.146094 0.563851 -0.354907 2.8 -1.8 -1.2 -0.43
O -0.556920 -0.196397 -1.346059 -0.3 3.1 -0.3 -0.43
F 0.489513 0.648486 2.313175 -0.5 -0.1 -0.7 -0.25
P -0.706842 0.376936 1.243006 0.6 -1.0 0.6 0.36
H 1.260179 0.207335 -0.527497 -1.8 0.9 1.4 0.26
H 0.166777 1.604060 -0.543375 -0.3 1.2 -0.9 0.32
H -0.552612 -1.017362 -0.914121 -0.4 -2.6 0.5 0.09
H -0.246189 -2.186910 0.129779 -0.1 0.4 0.6 0.08
```
Forces are in eV/Å.

---

ORCA calculation (ωB97M-V/def2-TZVPD) on a 2-piece molecular cluster, CH4FOP overall in a non-equilibrium geometry.

SMILES: C=O.FP
HOMO level in hartree: -0.369
LUMO in eV: 0.26
2S+1: 1
Net charge: 0
Strongest force on any atom in eV/Å: 2.34
Energy relative to the best compared isomer or geometry (same formula, charge and spin) in kJ/mol: 230.9
Gap between HOMO and LUMO in eV: 10.29

```
8
Properties=species:S:1:pos:R:3:forces:R:3:mulliken_charge:R:1
C -2.489808 -0.640575 0.010470 0.9 1.9 0.8 0.02
O -3.607905 -0.518133 -0.391403 -0.2 -0.1 0.3 -0.39
H -1.944662 0.059522 0.742134 -1.2 -0.4 -0.4 0.16
H -1.775670 -1.329644 -0.373342 0.5 -1.4 -0.7 0.21
F 1.102655 0.452490 0.516809 2.0 -0.3 -0.2 -0.30
P 2.708308 0.070323 0.066503 -1.6 -0.1 1.7 0.21
H 2.572314 0.692794 -1.116984 0.0 0.6 -1.7 0.03
H 3.434769 1.213226 0.545815 -0.5 -0.2 0.2 0.05
```
Forces are in eV/Å.

---

ORCA calculation (ωB97M-V/def2-TZVPD) on a 2-piece molecular cluster, CH4FOPS overall in a non-equilibrium geometry.

HOMO level (alpha / beta) in hartree: -0.334 / -0.334
LUMO (alpha / beta) in eV: -3.00 / -2.99
2S+1: 1
Net charge: 0
Strongest force on any atom in eV/Å: 3.40
Energy relative to the best compared isomer or geometry (same formula, charge and spin) in kJ/mol: 411.7
Gap between HOMO and LUMO (alpha / beta) in eV: 6.08 / 6.10

```
9
Properties=species:S:1:pos:R:3:forces:R:3:mulliken_charge:R:1
C -0.502663 0.842637 -0.128107 1.9 -0.4 1.0 -0.96
O 0.382940 -1.570711 -0.702994 2.0 -0.7 -2.1 -0.39
F -1.900339 -1.360666 -0.229191 0.1 0.4 0.4 -0.30
P -0.488801 -0.886011 0.417961 -0.6 -0.6 1.3 0.38
S 1.321453 -3.899598 1.326285 0.0 0.0 0.0 -0.04
H -0.825995 1.550388 0.589725 -0.1 0.4 1.4 0.36
H 0.482050 1.153217 -0.475043 0.1 -0.1 0.0 0.27
H -1.190616 0.972790 -0.860904 -1.9 0.1 -2.8 0.34
H 1.208036 -2.117810 -0.674357 -1.4 0.8 0.8 0.35
```
Forces are in eV/Å.

---

ORCA calculation (ωB97M-V/def2-TZVPD) on a 2-piece molecular cluster, CH4FOPS overall in a non-equilibrium geometry.

HOMO level (alpha / beta) in hartree: -0.322 / -0.314
LUMO (alpha / beta) in eV: -1.48 / -1.76
2S+1: 1
Net charge: 0
Strongest force on any atom in eV/Å: 3.96
Energy relative to the best compared isomer or geometry (same formula, charge and spin) in kJ/mol: 319.9
Gap between HOMO and LUMO (alpha / beta) in eV: 7.28 / 6.79

```
9
Properties=species:S:1:pos:R:3:forces:R:3:mulliken_charge:R:1
C 1.085891 -1.766964 -0.520268 1.9 2.0 2.8 -0.69
O -0.609430 2.622036 0.633469 -0.5 -2.3 -0.6 -0.41
F -2.784748 1.424591 0.291650 0.8 -0.1 0.9 -0.20
P -1.607626 1.568030 1.394014 1.4 0.1 -2.6 0.55
S 0.478048 -0.079932 0.289563 0.0 0.0 0.2 -0.34
H 1.994795 -1.329206 -1.049967 -1.3 -1.0 0.4 0.23
H 1.370471 -2.571128 0.244282 -0.5 1.4 -1.1 0.25
H 0.263375 -1.995206 -1.091648 -1.3 -1.0 -1.7 0.25
H -0.190777 2.127779 -0.191095 -0.6 1.0 1.7 0.36
```
Forces are in eV/Å.

---

ORCA calculation (ωB97M-V/def2-TZVPD) on a 2-piece molecular cluster, CH4FOPS overall in a non-equilibrium geometry.

HOMO level (alpha / beta) in hartree: -0.240 / -0.388
LUMO (alpha / beta) in eV: 0.21 / -3.67
2S+1: 3
Net charge: 0
Strongest force on any atom in eV/Å: 4.89
Expectation value of S²: 2.007
Energy relative to the best compared isomer or geometry (same formula, charge and spin) in kJ/mol: 180.7
Gap between HOMO and LUMO (alpha / beta) in eV: 6.74 / 6.89

```
9
Properties=species:S:1:pos:R:3:forces:R:3:mulliken_charge:R:1
C -0.656804 1.864231 -0.147875 2.1 -2.9 -0.7 -0.78
O 0.657734 -0.692466 0.367100 2.7 -1.8 1.4 -0.49
F 2.844856 -3.086267 0.066509 0.2 -0.1 -0.1 -0.38
P -0.596278 -0.023432 0.112729 -0.4 4.2 -2.5 0.49
S -2.252229 -1.071616 0.184101 -2.0 -1.1 0.8 -0.11
H -0.388420 2.534580 0.630696 0.3 0.4 0.7 0.30
H 0.005565 1.882943 -1.054618 -0.4 0.5 1.0 0.27
H -1.623450 1.969621 -0.480729 -2.4 0.7 -0.7 0.31
H 2.009026 -3.377592 0.322091 -0.2 0.2 0.0 0.38
```
Forces are in eV/Å.